A) Below is a 2-piece molecular cluster, H3NO3P2 overall, with properties calculated with wB97M-V/def2-TZVPD.

Summary:
net charge: -2
HOMO-LUMO gap: 0.2407 Eh

```
9
H3NO3P2 (wB97M-V/def2-TZVPD)
P 2.83 -0.37 -0.04
P -3.28 -0.16 0.12
O -3.28 1.23 0.69
O -3.28 -1.29 1.05
O -3.35 -0.46 -1.33
N 1.99 0.96 0.36
H 2.10 0.91 1.35
H 3.91 0.30 -0.91
H 2.35 -1.12 -1.28
```

***

B) Below is H3NO3P2 as an isolated structure, with properties calculated with wB97M-V/def2-TZVPD.

Summary:
net charge: -2
HOMO-LUMO gap: 0.2375 Eh

```
9
H3NO3P2 (wB97M-V/def2-TZVPD)
P 0.79 -0.25 -1.12
P -0.95 0.79 0.71
O 2.11 0.51 -1.37
O -0.36 0.95 -0.96
O 0.40 -1.29 -2.13
N 0.48 -0.65 0.63
H -2.11 0.01 0.49
H 1.31 -0.28 1.17
H -1.66 0.22 2.59
```

***

Which structure is the most stable? The one labeled A).

***

A) Below is a 2-piece molecular cluster, CHN4O2 overall, with properties calculated with wB97M-V/def2-TZVPD.

Summary:
net charge: -1
HOMO-LUMO gap: 0.3179 Eh

```
8
CHN4O2 (wB97M-V/def2-TZVPD)
O 1.07 -1.18 0.51
O 0.44 0.48 1.89
N 1.39 -0.47 -2.07
N -0.32 0.45 -0.13
N -1.49 0.83 0.16
N 0.34 -0.09 -2.16
C 0.46 -0.20 0.87
H -1.89 0.18 0.93
```

***

B) Below is an isolated ion of composition CHN4O2 and charge -1, with properties calculated with wB97M-V/def2-TZVPD.

Summary:
net charge: -1
HOMO-LUMO gap: 0.2607 Eh

```
8
CHN4O2 (wB97M-V/def2-TZVPD)
O -0.88 -1.12 0.03
O -2.33 -0.58 0.14
N 2.19 0.22 0.10
N 1.54 1.34 0.09
N 0.22 1.03 -0.02
N 1.57 -0.85 0.08
C 0.05 -0.27 0.09
H -2.38 0.23 -0.51
```

***

Which structure is the most stable? The one labeled A).

***

A) Below is a 3-piece molecular cluster, C3H12O2S2 overall, with properties calculated with wB97M-V/def2-TZVPD.

Summary:
net charge: +1
spin multiplicity: 2
⟨S²⟩: 0.75
HOMO-LUMO gap (alpha / beta): 0.3364 / 0.1717 Eh

```
19
C3H12O2S2 (wB97M-V/def2-TZVPD)
S -2.41 -1.15 0.14
S -0.91 -0.05 -0.41
O -1.87 -1.87 -5.66
O 2.73 4.12 5.41
C 2.75 0.41 0.85
C 0.60 -0.72 0.28
C 1.86 -0.07 -0.29
H 2.07 4.52 5.98
H 1.60 0.82 -0.84
H -1.02 -1.48 -5.89
H 2.27 1.16 1.50
H 3.12 -0.39 1.48
H 0.55 -0.49 1.36
H 3.56 1.07 0.52
H 0.69 -1.81 0.34
H -2.09 -1.54 -4.79
H 2.47 -0.64 -0.98
H 2.72 4.62 4.58
H -2.40 -2.31 -0.58
```

***

B) Below is a 3-piece molecular cluster, C3H12O2S2 overall, with properties calculated with wB97M-V/def2-TZVPD.

Summary:
net charge: +1
spin multiplicity: 2
⟨S²⟩: 0.75
HOMO-LUMO gap (alpha / beta): 0.3275 / 0.1919 Eh

```
19
C3H12O2S2 (wB97M-V/def2-TZVPD)
S 0.67 2.07 -0.47
S -1.06 1.21 -1.21
O 2.20 -1.95 -0.76
O 2.50 -1.09 2.06
C -1.09 -1.02 0.69
C -1.89 0.22 0.10
C -2.05 -2.18 0.96
H -0.46 -0.86 1.59
H 1.59 -0.80 1.95
H -2.81 -0.10 -0.35
H 0.23 3.32 -0.48
H 3.14 -0.44 1.78
H -3.02 -2.32 0.45
H -2.22 -2.38 2.03
H 2.91 -2.55 -0.49
H -1.48 -3.06 0.67
H -0.46 -1.32 -0.17
H -2.04 1.01 0.94
H 2.73 -1.24 -1.15
```

***

Which structure is the most stable? The one labeled A).

***

A) Below is a 5-piece molecular cluster, C2H14O4S2 overall, with properties calculated with wB97M-V/def2-TZVPD.

Summary:
net charge: 0
HOMO-LUMO gap: 0.3277 Eh

```
22
C2H14O4S2 (wB97M-V/def2-TZVPD)
S -1.79 0.98 2.19
S -2.58 -0.21 0.79
O 2.11 -2.26 1.44
O 1.77 -3.31 -1.56
O 3.71 0.76 0.86
O -1.56 1.31 -3.10
C -0.23 1.53 1.58
C -3.48 0.88 -0.39
H 1.50 -1.92 2.11
H -0.21 2.14 0.68
H 0.25 2.13 2.37
H 0.59 0.80 1.51
H 1.85 -2.61 -0.91
H -4.17 1.44 0.24
H 3.96 -0.19 0.83
H -2.41 1.66 -3.31
H -2.90 1.52 -1.02
H -1.04 1.16 -3.89
H 3.81 1.00 -0.09
H -4.07 0.14 -0.93
H 2.41 -3.11 1.81
H 2.50 -3.82 -1.23
```

***

B) Below is a 5-piece molecular cluster, C2H14O4S2 overall, with properties calculated with wB97M-V/def2-TZVPD.

Summary:
net charge: 0
HOMO-LUMO gap: 0.3269 Eh

```
22
C2H14O4S2 (wB97M-V/def2-TZVPD)
S -0.73 -1.63 -0.90
S 0.65 -2.70 0.10
O 2.59 0.26 -2.69
O -3.68 0.34 0.48
O 0.71 2.39 2.44
O -1.76 1.45 3.17
C 2.06 -2.88 -1.01
C -0.24 0.07 -1.11
H 2.86 0.99 -3.24
H 2.66 -1.99 -1.16
H -2.39 1.59 3.88
H -3.97 1.26 0.58
H 2.69 -3.67 -0.54
H 0.94 1.77 3.13
H 0.51 0.44 -0.42
H -1.14 0.65 -0.83
H 0.41 3.22 2.79
H 1.65 0.35 -2.57
H 1.87 -3.39 -1.95
H -2.12 1.12 2.35
H 0.04 0.42 -2.11
H -3.62 -0.06 -0.38
```

***

C) Below is a 5-piece molecular cluster, C2H14O4S2 overall, with properties calculated with wB97M-V/def2-TZVPD.

Summary:
net charge: 0
HOMO-LUMO gap: 0.3421 Eh

```
22
C2H14O4S2 (wB97M-V/def2-TZVPD)
S 0.00 -0.93 -0.14
S -0.27 -2.85 0.04
O -1.71 3.57 0.87
O 1.75 1.09 2.51
O -1.27 0.23 2.57
O 3.36 1.35 -2.66
C -2.06 -3.32 -0.24
C 0.50 -0.23 -1.74
H -0.80 3.76 0.86
H -2.75 -2.58 0.01
H -2.28 -3.74 -1.32
H -0.84 -0.56 2.93
H -2.14 -4.16 0.43
H -1.84 2.84 0.18
H 0.55 0.82 -1.66
H 0.75 1.04 2.44
H -0.39 -0.37 -2.39
H 3.62 0.62 -1.93
H 3.44 2.17 -2.19
H 1.48 -0.72 -2.06
H 2.10 1.72 1.89
H -1.20 0.23 1.62
```

***

Which structure is the most stable? The one labeled A).